No. 1
12
Properties=species:S:1:pos:R:3:forces:R:3 method="wB97M-V/def2-TZVPD" total_charge=+1 spin_multiplicity=3 s2=2.008 orbital_gap_ha="0.2540 / 0.2732" total_energy_ha=-687.145122 relative_energy_kcal_mol=37.0 homo_energy_ev="-10.2405 / -15.7954" lumo_ha="-0.1224 / -0.3072"
C 1.136 -0.186 0.631 6.67 -0.57 3.10
C -0.858 -0.636 -0.181 -2.91 -0.21 2.39
C -0.570 0.718 -0.744 3.10 1.37 3.41
N 0.994 0.818 -0.151 -3.95 6.01 -6.29
N 0.140 -0.993 0.789 -4.44 -2.56 0.36
Cl -1.551 1.896 0.101 -0.05 0.49 0.00
H 2.038 -0.234 1.085 2.32 -0.86 1.76
H -1.892 -0.736 0.297 1.31 0.23 -0.85
H -0.782 -1.297 -0.942 -0.05 -2.55 -2.67
H -0.576 0.975 -1.766 0.08 -0.44 -1.22
H 1.745 1.500 -0.531 -1.68 -1.76 0.87
H 0.177 -1.825 1.412 -0.39 0.84 -0.85

***

No. 2
80
Properties=species:S:1:pos:R:3:forces:R:3 method="wB97M-V/def2-TZVPD" total_charge=0 spin_multiplicity=1 orbital_gap_ha=0.3023 total_energy_ha=-2218.008768 relative_energy_kcal_mol=43.5 homo_energy_ev=-7.9222 lumo_ha=0.0112
O 2.791 0.120 1.476 -0.44 -0.13 0.23
C 1.567 -0.312 1.003 -1.96 -0.95 -0.14
C 0.954 -1.499 1.510 -0.82 0.69 -0.93
C -0.366 -1.840 1.110 1.06 1.46 0.07
C -1.109 -1.002 0.229 1.60 -1.09 -0.20
O -2.387 -1.292 -0.029 -0.91 -0.66 0.98
C -0.454 0.044 -0.407 0.20 -0.25 1.32
C 0.809 0.410 0.067 0.64 0.44 0.46
H 2.977 1.033 1.242 -0.24 0.16 -0.34
H 1.393 -2.187 2.218 0.53 0.27 0.03
H -0.766 -2.730 1.573 -0.43 0.04 -0.22
H -2.672 -1.212 -0.943 0.14 0.24 -0.60
H -0.995 0.638 -1.128 0.10 0.25 0.00
H 1.141 1.411 -0.165 0.42 0.06 -0.57
O 4.038 0.323 -1.679 0.51 0.30 0.64
C 3.329 1.310 -2.305 -0.83 -1.28 -1.12
C 3.331 2.550 -1.691 0.09 -0.03 0.84
C 2.595 3.623 -2.150 -1.03 -1.93 -2.09
C 1.775 3.337 -3.302 2.47 -1.01 1.76
O 1.024 4.333 -3.754 -1.38 1.50 -1.40
C 1.810 2.090 -3.961 -0.20 0.68 0.27
C 2.569 1.046 -3.473 0.88 0.80 1.86
H 3.902 -0.571 -2.003 -0.32 0.18 -0.35
H 3.803 2.595 -0.721 0.50 0.21 -0.03
H 2.624 4.596 -1.683 -0.19 -0.02 0.09
H 1.610 5.085 -3.870 -0.26 0.33 -0.04
H 1.262 1.934 -4.878 -0.30 0.27 0.02
H 2.547 0.043 -3.873 0.03 0.04 -0.27
O 4.719 -1.616 1.678 -0.93 -1.57 0.23
C 5.947 -1.538 1.146 0.66 1.29 -0.84
C 6.890 -0.838 1.831 2.50 -0.02 0.27
C 8.200 -0.699 1.291 -1.70 -1.13 0.12
C 8.505 -1.307 0.052 0.24 1.94 3.36
O 9.782 -1.148 -0.351 0.88 -0.74 -1.60
C 7.529 -2.014 -0.586 1.99 0.04 -2.58
C 6.286 -2.010 -0.119 -3.61 -0.73 1.72
H 4.198 -0.813 1.604 -0.23 0.31 -0.17
H 6.647 -0.575 2.850 0.15 0.47 0.06
H 8.997 -0.324 1.915 0.08 0.35 -0.09
H 10.169 -0.352 0.020 -0.20 -0.06 0.16
H 7.724 -2.425 -1.565 0.16 -0.14 -0.10
H 5.422 -2.415 -0.625 0.23 -0.44 -0.53
O -8.058 -4.355 -1.837 -1.91 -1.25 0.05
C -6.953 -3.623 -1.947 1.12 0.41 0.22
C -6.280 -3.759 -3.170 -1.14 1.36 1.24
C -5.184 -2.936 -3.401 -0.20 0.60 0.88
C -4.732 -2.110 -2.330 -1.02 -2.06 -1.64
O -3.560 -1.442 -2.443 0.92 1.03 -0.03
C -5.388 -2.126 -1.129 1.91 1.50 0.80
C -6.507 -2.832 -0.905 -0.80 -1.15 -0.30
H -8.733 -3.900 -1.327 0.08 -0.01 0.18
H -6.987 -4.301 -3.779 0.99 -0.26 -1.20
H -4.731 -2.812 -4.373 0.19 -0.35 -0.13
H -3.389 -1.182 -3.351 0.02 -0.06 -0.09
H -4.970 -1.617 -0.274 0.20 0.35 -0.09
H -6.894 -2.818 0.103 -0.47 -0.13 -0.20
C -6.980 -3.233 2.807 0.33 -1.25 2.25
O -6.008 -2.463 2.214 2.62 3.62 -0.59
C -5.384 -1.321 2.859 -1.84 0.31 1.34
O -5.473 -0.988 4.049 0.32 -1.54 -3.34
O -4.839 -0.592 1.869 -0.91 -1.20 0.63
C -4.066 0.590 2.124 1.02 -0.55 -1.00
H -7.905 -2.714 3.057 -0.02 0.02 -0.30
H -6.537 -3.640 3.716 -0.40 0.12 0.61
H -7.102 -4.154 2.237 -0.36 0.46 -0.62
H -3.847 0.946 1.117 -0.57 0.35 -0.04
H -3.060 0.263 2.386 -0.14 0.17 0.99
H -4.527 1.367 2.733 -0.03 -0.50 0.18
C -0.479 5.548 0.182 1.58 0.50 -0.04
O -0.403 4.427 1.065 -0.75 -0.92 0.12
C 0.743 4.126 1.652 3.49 1.97 0.27
O 1.845 4.704 1.438 -3.30 -1.96 0.43
O 0.529 3.188 2.595 -0.84 0.06 -1.22
C 1.545 2.722 3.442 1.51 -0.18 1.21
H -0.158 6.417 0.757 -0.47 0.24 -0.07
H -1.459 5.654 -0.284 0.00 -0.36 0.59
H 0.271 5.466 -0.605 -0.06 -0.29 -0.12
H 1.662 1.642 3.526 -0.78 -0.24 -0.86
H 1.327 2.997 4.474 -0.14 0.51 -0.11
H 2.553 3.060 3.203 -0.24 0.54 -0.29

***

No. 3
24
Properties=species:S:1:pos:R:3:forces:R:3 method="wB97M-V/def2-TZVPD" total_charge=+3 spin_multiplicity=5 s2=6.016 orbital_gap_ha="0.1934 / 0.1726" total_energy_ha=-948.523383 relative_energy_kcal_mol=25.4 homo_energy_ev="-16.6089 / -20.3277" lumo_ha="-0.4169 / -0.5745"
Ir 0.043 0.278 -0.444 -1.93 -1.95 0.51
O 1.895 -2.235 -0.321 -3.41 3.42 -0.16
C 1.181 -1.323 -0.342 5.42 -3.36 0.69
C -1.766 0.972 -0.828 -4.47 4.83 -0.88
O -2.778 1.471 -1.109 4.19 -2.83 1.20
C -0.676 -0.306 1.299 -0.87 -0.46 5.22
O -1.062 -0.648 2.333 1.29 1.10 -4.29
C 0.012 -0.112 -2.335 1.25 -0.09 -5.83
O 0.093 -0.277 -3.470 -0.57 0.24 3.59
C -2.402 -3.927 -1.605 2.64 -2.71 0.26
H -1.702 -4.077 -2.426 -0.05 -0.15 0.04
H -2.213 -4.450 -0.667 -0.07 -0.10 -0.18
C -3.431 -3.072 -1.727 -2.12 3.28 0.05
H -3.999 -2.775 -0.846 -0.39 -0.37 -0.20
H -3.517 -2.429 -2.604 -0.42 -0.48 -0.13
N 3.039 2.573 3.232 -0.72 -1.77 -2.61
N 2.609 2.550 1.904 2.26 1.94 2.80
N 2.084 3.643 1.267 -1.08 -0.03 -2.59
C 1.378 3.048 0.294 0.90 2.17 2.15
N 1.316 1.709 0.471 -0.57 -1.29 -1.02
N 2.029 1.372 1.518 -1.11 -3.65 1.10
H 3.016 1.601 3.574 -0.36 0.31 0.04
H 3.988 2.905 3.362 0.16 1.36 0.08
H 0.863 3.510 -0.531 0.02 0.58 0.18

***

No. 4
101
Properties=species:S:1:pos:R:3:forces:R:3 method="wB97M-V/def2-TZVPD" total_charge=0 spin_multiplicity=1 orbital_gap_ha=0.3716 total_energy_ha=-38815.418833 relative_energy_kcal_mol=0.0 homo_energy_ev=-10.0443 lumo_ha=0.0025
C 2.871 -0.604 3.872 0.13 0.20 -0.93
C 3.562 -1.935 3.869 -0.87 -1.02 0.45
O 2.451 -2.930 3.834 0.15 0.43 0.49
S 2.730 -4.459 3.526 1.12 0.14 0.84
C 1.113 -4.894 3.001 0.50 -0.06 -0.09
O 3.657 -4.483 2.422 -0.24 -0.36 0.26
O 3.058 -5.162 4.755 -0.37 0.64 -1.34
H 2.121 -0.599 3.069 0.24 0.16 0.05
H 3.668 0.131 3.612 -0.85 -0.04 0.60
H 2.325 -0.453 4.817 0.57 0.27 -0.29
H 4.187 -2.167 3.008 0.08 0.36 0.09
H 4.098 -2.020 4.820 0.12 -0.50 -0.30
H 1.210 -5.914 2.647 -0.14 -0.16 -0.12
H 0.823 -4.223 2.197 -0.12 -0.06 -0.01
H 0.481 -4.852 3.873 -0.33 0.08 0.12
C -1.520 -1.870 2.280 0.26 -0.37 0.37
C -1.457 -0.942 1.099 -1.76 -0.68 -0.82
O -0.397 -1.273 0.166 0.28 -0.49 0.91
S 0.167 -0.225 -0.825 -0.48 1.54 -0.18
C 0.679 1.170 0.181 1.80 -0.96 -0.22
O 1.260 -0.843 -1.468 1.39 -0.65 0.11
O -0.835 0.265 -1.712 -1.12 0.32 -0.09
H -1.583 -2.936 1.992 0.68 0.51 0.05
H -2.477 -1.720 2.780 -0.09 0.42 0.00
H -0.745 -1.605 3.013 0.00 -0.67 -0.19
H -2.418 -1.116 0.558 0.74 0.70 0.06
H -1.347 0.080 1.430 -0.10 0.38 -0.10
H 1.206 0.813 1.066 -0.08 -0.03 0.02
H -0.030 1.910 0.402 -1.71 0.37 0.38
H 1.399 1.737 -0.403 0.33 -0.37 -0.41
C -3.302 -7.002 -3.546 -0.68 -1.07 0.02
C -2.981 -5.626 -3.033 0.91 -0.08 -0.02
O -1.771 -5.747 -2.126 -0.85 -1.43 -0.80
S -1.040 -4.498 -1.575 1.08 1.49 -1.75
C 0.069 -3.885 -2.925 0.38 -1.36 0.74
O -2.043 -3.507 -1.439 -1.23 1.32 0.54
O -0.233 -4.825 -0.452 0.07 -0.74 0.23
H -4.202 -7.022 -4.214 0.89 0.54 0.25
H -3.643 -7.653 -2.728 0.51 0.07 -0.05
H -2.449 -7.478 -4.075 -0.55 0.37 0.37
H -2.738 -4.984 -3.866 0.40 0.35 -0.07
H -3.796 -5.154 -2.505 0.00 -0.03 0.48
H -0.033 -2.805 -2.863 0.31 0.01 0.13
H -0.295 -4.199 -3.927 0.30 -0.04 0.80
H 1.118 -4.264 -2.663 -1.50 0.66 -0.63
Br -3.272 1.174 5.070 -0.22 0.32 -0.14
C -2.832 0.164 6.658 1.42 -0.27 0.53
C -2.156 1.106 7.694 -1.22 0.76 -0.58
Br -1.528 0.223 9.351 -0.41 0.24 -0.88
H -2.161 -0.609 6.251 -0.31 0.19 0.61
H -3.743 -0.262 7.062 0.00 -0.06 -0.09
H -2.987 1.833 7.952 1.33 -0.67 0.14
H -1.298 1.661 7.263 -0.57 -0.50 0.35
Br 1.803 2.307 -3.914 -0.28 -0.06 0.03
C -0.122 2.087 -4.240 -0.14 -0.95 1.77
C -0.447 2.680 -5.541 -0.51 1.77 -0.73
Br -2.318 2.513 -6.002 -0.40 -0.22 0.02
H -0.638 2.475 -3.346 0.22 0.40 -0.57
H -0.349 1.014 -4.177 0.42 0.21 -0.36
H 0.082 2.215 -6.340 0.46 -0.37 -0.50
H -0.309 3.777 -5.621 0.28 -0.71 0.30
Br -2.749 -2.161 -4.667 0.09 0.32 0.29
C -3.558 -1.176 -3.165 -0.51 0.09 0.53
C -3.397 0.346 -3.399 -0.77 -1.08 0.31
Br -4.489 1.257 -2.031 0.37 -0.12 -0.09
H -3.147 -1.548 -2.201 0.13 0.33 -0.92
H -4.619 -1.510 -3.198 0.70 0.59 -0.04
H -3.891 0.621 -4.321 0.25 0.07 -0.14
H -2.373 0.714 -3.335 -0.38 -0.22 0.10
Br 3.638 4.207 2.161 -0.24 -0.84 0.34
C 3.556 4.977 0.403 -0.45 0.99 0.50
C 4.054 4.180 -0.730 1.54 -0.45 -1.84
Br 6.066 3.943 -0.595 -1.05 -0.05 0.01
H 4.173 5.837 0.610 0.02 0.49 -0.67
H 2.521 5.296 0.222 0.52 -0.12 0.29
H 3.989 4.736 -1.719 -0.28 -0.62 1.38
H 3.633 3.168 -0.844 0.21 0.48 0.18
Br 4.338 -3.758 -1.890 -0.13 -0.08 -0.03
C 4.028 -2.416 -0.514 0.20 0.53 -0.40
C 5.011 -1.295 -0.768 0.23 -0.12 -0.89
Br 4.650 0.165 0.491 -0.05 -0.04 -0.34
H 4.188 -2.913 0.419 -0.16 -0.26 0.59
H 3.019 -2.011 -0.646 0.19 -0.45 0.13
H 4.859 -1.014 -1.831 0.11 0.59 0.85
H 6.078 -1.528 -0.643 -0.54 -0.19 0.13
Br -1.243 6.622 3.292 -0.18 -0.56 -0.31
C -2.383 5.387 2.265 0.47 0.50 -1.94
C -1.692 4.090 1.854 1.91 0.89 0.00
Br -2.603 3.172 0.443 -0.24 -0.01 -0.38
H -2.736 5.975 1.346 0.34 -0.95 1.59
H -3.140 5.056 2.919 -1.31 0.44 0.58
H -1.657 3.385 2.659 -0.09 -0.23 0.63
H -0.629 4.269 1.569 -0.86 -0.10 -0.17
Br -1.776 6.474 -4.941 -0.33 0.37 -0.02
C -0.302 6.194 -3.741 0.07 -0.76 0.70
C -0.678 6.252 -2.259 -0.81 0.61 -1.13
Br 0.602 5.262 -1.229 -0.32 -0.05 0.00
H 0.472 6.877 -3.961 0.77 0.72 -0.48
H 0.014 5.188 -4.000 0.25 0.02 0.23
H -1.663 5.833 -2.246 -0.42 -0.82 0.79
H -0.803 7.257 -1.841 0.51 -0.16 -0.23